(1)
Density functional theory data (wB97M-V/def2-TZVPD) for a molecular structure, C19H13AlN3O8.

Positions of all 44 atoms, in Å:
Al (0.71832, 3.28219, 1.49347)
O (4.09961, 4.66763, 0.61350)
C (2.91885, 4.46905, 0.76524)
O (2.31933, 3.30121, 0.65692)
C (1.89981, 5.59212, 1.11938)
O (2.15460, 6.76753, 1.00854)
O (0.75807, 5.08243, 1.50819)
C (1.53642, -3.21430, -4.59883)
O (0.56479, -2.24536, -4.27317)
C (-0.16919, -2.45000, -3.14786)
C (-1.09344, -1.45738, -2.82514)
C (-1.87281, -1.56892, -1.69578)
C (-1.76569, -2.68882, -0.85815)
C (-0.87305, -3.69168, -1.21442)
C (-0.06246, -3.56984, -2.33324)
N (-2.62074, -2.93508, 0.24423)
N (-2.98682, -2.05788, 1.04860)
C (-2.42736, -0.77002, 1.10241)
C (-3.29828, 0.28835, 1.28501)
C (-2.88276, 1.62359, 1.27483)
C (-1.54224, 1.93839, 1.12478)
O (-1.04172, 3.14555, 1.09937)
C (-0.62068, 0.84611, 1.03069)
N (0.67053, 1.23113, 0.98102)
C (1.61851, 0.32707, 0.98122)
C (1.31935, -1.04203, 1.05415)
C (0.01199, -1.45391, 1.09312)
C (-1.02507, -0.49816, 1.04588)
H (2.03093, -2.85535, -5.49744)
H (1.08158, -4.18836, -4.80301)
H (2.27585, -3.32416, -3.80048)
H (-1.17205, -0.59207, -3.47095)
H (-2.58472, -0.78953, -1.46063)
H (-0.80021, -4.57491, -0.59186)
H (0.63889, -4.35880, -2.56842)
H (-4.35165, 0.05689, 1.38927)
H (-3.60192, 2.42270, 1.39611)
H (2.63345, 0.70226, 0.94621)
H (2.12690, -1.75818, 1.11253)
H (-0.22603, -2.50534, 1.18249)
O (1.99221, 1.11188, 4.08291)
C (1.42769, 2.18426, 4.16255)
O (0.90145, 2.85979, 3.19517)
H (1.31973, 2.68993, 5.14154)

For the total energy, the calculation gives -1740.8014 a.u. The calculation puts the frontier orbital gap at 7.29 eV. Its HOMO energy is -5.46 eV. The charge is -1. Its energy relative to the best compared isomer or geometry (same formula, charge and spin) is 0.1 kJ/mol.


(2)
Density functional theory data (wB97M-V/def2-TZVPD) for a molecular structure, C4H6N.

Positions of all 11 atoms, in Å:
C (-0.85698, -0.98333, -0.27526)
C (-0.91984, 0.33105, -0.43696)
C (1.49501, -1.37290, 0.62188)
C (-0.74999, 1.75249, -0.35224)
N (0.33618, -0.98449, 0.29142)
H (-1.38433, -1.94209, -0.49455)
H (2.25709, -0.50317, 0.85276)
H (1.90132, -2.50098, 0.74266)
H (-1.77469, 2.11149, -0.51023)
H (0.06553, 2.09010, -1.09705)
H (-0.36930, 2.00183, 0.65757)

For the total energy, the calculation gives -210.3174 a.u. The calculation puts the frontier orbital gap at 9.09 eV. Its HOMO energy is -14.90 eV. The charge is +1. Its energy relative to the best compared isomer or geometry (same formula, charge and spin) is 364.1 kJ/mol.


(3)
Density functional theory data (wB97M-V/def2-TZVPD) for 3 unconnected molecules or ions with the total composition C19H41BN2O4SSi.

Positions of all 69 atoms, in Å:
C (1.32213, 0.02962, 1.68024)
C (2.12098, -1.04186, 1.12498)
B (1.37043, -2.05133, 0.09454)
C (1.44496, -3.64376, 0.50248)
C (-0.02229, -4.23260, 0.86625)
O (-0.95493, -3.17635, 1.19247)
Si (-1.31300, -3.08833, 2.88115)
C (-2.00377, -1.30126, 3.20567)
C (0.19140, -3.29706, 4.04298)
C (-2.71632, -4.27816, 3.45282)
C (0.57879, -1.48931, -1.20890)
C (1.51843, -0.96340, -2.39726)
S (1.08273, 0.78481, -2.94783)
C (-0.53167, 0.61854, -3.83114)
N (-1.84443, 0.86020, -3.28704)
N (-2.84367, 0.61896, -4.18832)
C (-2.17983, 0.19562, -5.37850)
O (-0.78316, 0.20889, -5.16584)
H (1.15224, 0.95824, 1.03678)
H (0.82914, -0.06820, 2.71309)
H (3.20985, -1.16516, 1.44892)
H (1.86790, -4.17429, -0.42268)
H (2.15789, -3.77942, 1.39873)
H (0.01697, -5.08967, 1.62038)
H (-0.40165, -4.70582, -0.11496)
H (-1.81036, -0.98801, 4.29535)
H (-3.12164, -1.37118, 2.96336)
H (-1.50562, -0.59898, 2.45560)
H (0.05894, -4.16222, 4.79041)
H (0.29767, -2.33781, 4.67456)
H (1.19317, -3.44893, 3.52509)
H (-2.88537, -4.03777, 4.56449)
H (-2.45975, -5.37277, 3.28897)
H (-3.69068, -3.95705, 2.93000)
H (-0.06371, -0.59339, -0.87959)
H (-0.05851, -2.35635, -1.60740)
H (1.36787, -1.68207, -3.28124)
H (2.64241, -1.01970, -2.16142)
H (-2.72157, -0.10907, -6.32309)
C (0.25816, 3.45400, 6.18529)
C (-0.61053, 2.26999, 5.79432)
O (-0.62817, 1.23307, 6.76610)
C (-1.11488, 1.58465, 8.05425)
C (-2.54789, 2.08824, 8.04472)
H (1.28648, 3.12877, 6.36981)
H (0.26302, 4.20192, 5.38836)
H (-0.09894, 3.93902, 7.09531)
H (-0.21187, 1.82948, 4.87716)
H (-1.63154, 2.58994, 5.56397)
H (-0.44469, 2.31143, 8.52533)
H (-1.06265, 0.67806, 8.66359)
H (-2.65769, 2.99977, 7.45430)
H (-2.88043, 2.30579, 9.06249)
H (-3.21380, 1.33647, 7.61243)
C (2.92187, 3.70287, -9.03006)
C (2.08360, 2.49990, -9.42972)
O (2.07110, 1.46709, -8.45438)
C (1.55675, 1.81418, -7.17519)
C (0.11481, 2.28894, -7.20949)
H (3.95339, 3.39924, -8.82763)
H (2.92461, 4.44750, -9.83018)
H (2.54036, 4.18434, -8.12811)
H (2.50560, 2.06336, -10.33810)
H (1.06023, 2.79880, -9.67780)
H (2.20475, 2.55621, -6.69668)
H (1.61701, 0.91145, -6.56092)
H (-0.00398, 3.19583, -7.80584)
H (-0.23775, 2.50385, -6.19859)
H (-0.52891, 1.52223, -7.64885)

For the total energy, the calculation gives -1871.2892 a.u. The calculation puts the frontier orbital gap at 7.13 eV. Its HOMO energy is -7.73 eV.


(4)
Density functional theory data (wB97M-V/def2-TZVPD) for 2 unconnected molecules or ions with the total composition C20H13N5O7P.

Positions of all 46 atoms, in Å:
C (-1.94092, 5.58048, 0.73900)
C (-0.70452, 5.38587, 0.11696)
C (-0.26856, 4.09333, -0.20546)
C (-1.05490, 2.97157, 0.11331)
P (-0.61113, 1.25407, -0.34688)
C (-0.15449, 1.54690, -2.09149)
C (1.15928, 1.40150, -2.54835)
C (1.45465, 1.58959, -3.90863)
C (0.44072, 1.89785, -4.81878)
C (-0.87379, 2.05857, -4.36181)
C (-1.16776, 1.89749, -3.00389)
C (0.83698, 0.66967, 0.47969)
C (0.99598, -0.10709, 1.62333)
N (1.30087, -0.71200, 2.59889)
O (-1.80983, 0.36432, -0.27773)
C (-2.27586, 3.17603, 0.77760)
C (-2.72447, 4.46890, 1.06734)
H (-2.28785, 6.58557, 0.97602)
H (-0.07004, 6.24457, -0.12694)
H (0.68971, 3.96705, -0.71084)
H (1.94553, 1.14137, -1.84161)
H (2.49038, 1.48644, -4.24550)
H (0.66912, 2.01089, -5.87772)
H (-1.67623, 2.30864, -5.06098)
H (-2.19073, 2.04241, -2.65373)
H (1.71922, 1.28284, 0.23002)
H (-2.88157, 2.31230, 1.05146)
H (-3.69438, 4.59797, 1.55356)
O (3.00302, -6.65505, 2.49296)
N (2.25481, -5.86294, 3.08517)
O (2.08764, -5.88459, 4.32561)
C (1.47356, -4.86345, 2.36807)
C (0.60540, -4.04539, 3.09849)
C (-0.17943, -3.07915, 2.42960)
N (-1.14163, -2.32823, 3.19807)
O (-1.26528, -2.59789, 4.41598)
O (-1.87412, -1.50348, 2.61433)
C (-0.00533, -2.78543, 1.05248)
C (0.74162, -3.69045, 0.32482)
N (0.92261, -3.84703, -1.05899)
O (0.48291, -3.24750, -2.02656)
O (1.79555, -4.91625, -1.23032)
N (2.15693, -5.45588, -0.01658)
C (1.48713, -4.72882, 0.91917)
H (0.57058, -4.11815, 4.18415)
H (-0.43138, -1.90742, 0.57670)

For the total energy, the calculation gives -1911.4805 a.u. The calculation puts the frontier orbital gap at 4.64 eV. Its HOMO energy is -4.36 eV. The charge is -1.


(5)
Density functional theory data (wB97M-V/def2-TZVPD) for a molecular structure, C12H20AlBeBr2ClFN2O9S.

Positions of all 50 atoms, in Å:
C (-0.72543, -1.35815, 1.75281)
C (-0.15666, -0.50623, 0.62356)
C (0.10739, 0.90541, 1.16420)
C (1.05491, 1.04326, 2.15473)
C (1.28817, 2.29444, 2.69419)
C (0.53912, 3.37102, 2.20854)
C (-0.36130, 3.16997, 1.21396)
N (-0.59012, 1.95082, 0.69902)
H (0.03073, -1.47632, 2.55358)
H (-1.52977, -0.79224, 2.23324)
H (-1.08342, -2.38243, 1.31609)
H (-0.95226, -0.45804, -0.11565)
H (0.77431, -0.93807, 0.23361)
H (1.60269, 0.18182, 2.51329)
H (2.02048, 2.38385, 3.49171)
H (0.67347, 4.36428, 2.61545)
H (-0.94822, 3.99226, 0.81824)
H (-1.29690, 1.74641, -0.08704)
Br (-0.44230, -0.93279, 4.54203)
O (3.57973, -0.05911, 3.96901)
H (2.88075, -0.52656, 4.43603)
H (4.09497, 0.34122, 4.69434)
Al (-2.39731, 1.43321, 2.06324)
C (-1.03967, 0.69681, -4.40651)
C (-0.26141, -0.56241, -3.93763)
C (-0.61706, -0.81817, -2.45546)
S (-2.28414, -0.14715, -2.20476)
O (-2.26761, 0.91965, -1.23395)
O (-3.18724, -1.26153, -2.00748)
C (-2.46219, 0.48609, -3.87320)
H (-1.03165, 0.80887, -5.49570)
H (-0.56672, 1.63577, -3.96596)
H (-0.58612, -1.41818, -4.53016)
H (0.81390, -0.45403, -4.07629)
H (-0.65723, -1.90104, -2.20360)
H (0.05689, -0.31353, -1.78732)
H (-3.06686, 1.40207, -3.83722)
H (-2.96842, -0.28909, -4.45002)
C (0.88768, -3.84669, -5.96112)
O (1.37433, -4.66260, -6.73181)
O (-0.30333, -3.84393, -5.56578)
O (1.50796, -2.88519, -5.44111)
Br (-1.60066, -4.20149, 1.72621)
F (-4.07322, 2.10426, -2.41183)
Be (-0.57051, -3.00613, -0.38561)
Cl (-0.02359, 1.82572, -2.21476)
N (3.68866, 0.49512, 7.42488)
O (2.56178, 0.77123, 6.96347)
O (4.64481, 0.29465, 6.62919)
O (3.86858, 0.42291, 8.64534)

For the total energy, the calculation gives -7618.7942 a.u. The calculation puts the frontier orbital gap at 1.05 eV. Its HOMO energy is -5.18 eV. The charge is -1.


(6)
Density functional theory data (wB97M-V/def2-TZVPD) for 3 unconnected molecules or ions with the total composition CH2O4S2.

Positions of all 9 atoms, in Å:
C (-1.52280, 0.31284, 0.04371)
O (-4.12579, 0.31880, -0.63431)
O (3.24531, -1.40586, -0.39813)
O (-2.40571, 0.45465, 1.36146)
O (3.48035, 0.59213, 0.97746)
S (-3.11940, -0.43297, 0.10460)
S (2.58718, -0.16556, 0.05626)
H (-0.90195, -0.64271, 0.13848)
H (2.76282, 0.96867, -1.64954)

For the total energy, the calculation gives -1136.4599 a.u. The calculation puts the frontier orbital gap (alpha / beta) at 6.04 / 6.04 eV. Its HOMO energy (alpha / beta) is -0.39 / -0.39 eV. The charge is -2. Its energy relative to the best compared isomer or geometry (same formula, charge and spin) is 320.1 kJ/mol.


(7)
Density functional theory data (wB97M-V/def2-TZVPD) for a molecular structure, C30H43F8N5O3S.

Positions of all 90 atoms, in Å:
O (3.13692, -1.88342, -2.68430)
C (3.48529, -0.94839, -3.36887)
C (2.53257, 0.27419, -3.48444)
C (1.49329, 0.20674, -2.35240)
C (1.67548, 0.76411, -1.11658)
C (2.99618, 1.50392, -0.86336)
C (3.86640, 0.58868, 0.06927)
C (5.21793, 1.25566, 0.47508)
C (6.47448, 0.64312, -0.20820)
N (6.44996, -0.81907, -0.32003)
C (6.76599, -1.35936, -1.53364)
C (6.63265, -2.75175, -1.40012)
C (6.23324, -2.97695, -0.03503)
C (6.12216, -1.74399, 0.62871)
C (0.67199, 0.65271, -0.03801)
C (0.78077, 1.26271, 1.35529)
F (0.84121, 0.26861, 2.28936)
F (-0.32760, 2.00712, 1.65064)
F (1.83280, 2.06796, 1.58358)
C (-0.48776, -0.07501, -0.28677)
C (-1.59580, -0.32701, 0.74509)
C (-1.94186, -1.86391, 0.89906)
C (-1.29123, -2.45626, 2.18895)
C (0.11906, -3.03246, 1.98905)
F (0.72483, -3.03172, 3.23416)
F (0.92403, -2.29509, 1.17951)
C (0.17242, -4.50724, 1.47318)
F (0.01750, -4.49208, 0.13282)
F (-0.67711, -5.33476, 2.08544)
F (1.42846, -4.97367, 1.69797)
C (-0.70515, -0.65995, -1.60105)
N (-1.76669, -1.36001, -2.02726)
S (-1.54354, -1.78532, -3.56400)
N (-0.04361, -1.13818, -3.84780)
C (0.25749, -0.55610, -2.69674)
H (4.45476, -1.00831, -3.92049)
H (3.04019, 1.24976, -3.55036)
H (1.98441, 0.14545, -4.44406)
H (2.78749, 2.48520, -0.40124)
H (3.60150, 1.68700, -1.76342)
H (3.32603, 0.37886, 1.01335)
H (3.99449, -0.40619, -0.40440)
H (5.15007, 2.32316, 0.17487)
H (5.38261, 1.27354, 1.57118)
H (6.53202, 1.04118, -1.23851)
H (7.39656, 0.96092, 0.31424)
H (7.04039, -0.72914, -2.37894)
H (6.78783, -3.47369, -2.20276)
H (6.01925, -3.95771, 0.40231)
H (5.82152, -1.52624, 1.65387)
H (-2.50696, 0.17263, 0.35547)
H (-1.35502, 0.02266, 1.75443)
H (-3.03856, -2.00382, 0.94141)
H (-1.58006, -2.46483, 0.05034)
H (-1.21641, -1.70686, 3.00063)
H (-1.94928, -3.25742, 2.58079)
C (-2.81739, 4.91154, -4.00994)
C (-2.14719, 3.67933, -4.60957)
C (-1.95860, 2.53031, -3.60522)
O (-0.88988, 2.71558, -2.69223)
C (-1.20876, 3.52998, -1.57743)
N (-0.87486, 4.08057, -5.21948)
H (-2.13919, 5.49225, -3.38457)
H (-3.16512, 5.57499, -4.80315)
H (-3.68468, 4.63255, -3.40690)
H (-2.80307, 3.30989, -5.40412)
H (-1.70398, 1.62725, -4.17021)
H (-2.89023, 2.30805, -3.06820)
H (-2.24607, 3.39762, -1.25614)
H (-1.01405, 4.58123, -1.80218)
H (-0.55161, 3.24330, -0.75528)
H (-0.47514, 3.27893, -5.70117)
H (-0.21862, 4.25793, -4.46183)
C (-6.87667, -0.64016, 4.95803)
C (-6.24140, -1.30656, 3.74190)
C (-4.87432, -1.94666, 4.03501)
O (-3.80303, -1.02364, 4.13933)
C (-3.68162, -0.39593, 5.40458)
N (-6.16017, -0.32724, 2.65248)
H (-6.41448, 0.31762, 5.19751)
H (-7.93368, -0.44537, 4.77166)
H (-6.80817, -1.28300, 5.83873)
H (-6.91376, -2.11038, 3.42622)
H (-4.61812, -2.59504, 3.19066)
H (-4.91411, -2.59271, 4.92131)
H (-3.96249, -1.06533, 6.22229)
H (-4.28216, 0.51550, 5.43928)
H (-2.63812, -0.10673, 5.53565)
H (-5.82600, -0.79583, 1.81376)
H (-5.40892, 0.32024, 2.88202)

For the total energy, the calculation gives -2865.5118 a.u. The calculation puts the frontier orbital gap at 7.29 eV. Its HOMO energy is -8.10 eV.


(8)
Density functional theory data (wB97M-V/def2-TZVPD) for a molecular structure, C13H17MnN5O6.

Positions of all 42 atoms, in Å:
Mn (-2.00293, -0.27006, 1.20570)
O (-0.86600, 1.68530, -2.34551)
C (-1.30520, 1.16692, -1.33148)
O (-0.95312, 0.16766, -0.63649)
C (-2.45417, 1.93720, -0.69726)
C (-2.92439, 3.10505, -1.25576)
C (-3.95705, 3.74735, -0.58703)
C (-4.40891, 3.20430, 0.65212)
C (-3.78123, 2.07844, 1.20670)
N (-2.79971, 1.50185, 0.51114)
C (-4.02545, 1.41139, 2.55319)
O (-4.79831, 1.88683, 3.38442)
O (-3.31493, 0.29821, 2.63834)
H (-2.54010, 3.35875, -2.24514)
H (-4.40085, 4.66573, -1.00731)
H (-5.37338, 3.58441, 1.04387)
N (0.20285, -0.38032, 2.05111)
C (0.77762, -1.56257, 1.38700)
C (2.25664, -1.98801, 1.76566)
C (3.20874, -2.05927, 0.51090)
C (2.47052, -2.37237, -0.88514)
N (1.87461, -1.25759, -1.55471)
C (2.59437, -0.29222, -2.17576)
N (2.03547, 0.88736, -2.44422)
N (3.91690, -0.42048, -2.47001)
C (-0.29255, -2.64119, 1.43708)
O (-0.00827, -3.84864, 1.57229)
O (-1.52660, -2.24565, 1.32124)
H (0.78609, 0.47385, 1.90661)
H (0.32744, -0.57332, 3.11483)
H (0.85786, -1.24610, 0.35262)
H (2.15910, -3.01983, 2.10473)
H (2.66110, -1.43542, 2.57742)
H (3.81103, -2.90805, 0.68820)
H (3.80662, -1.11318, 0.42585)
H (1.65451, -3.14284, -0.74804)
H (3.15747, -2.85151, -1.57869)
H (0.92564, -1.00230, -1.48747)
H (1.07080, 1.05681, -2.34056)
H (2.60563, 1.59971, -2.90142)
H (4.37708, -1.34295, -2.50242)
H (4.19509, 0.15676, -3.21662)

For the total energy, the calculation gives -2381.6914 a.u. The calculation puts the frontier orbital gap (alpha / beta) at 6.39 / 8.54 eV. Its HOMO energy (alpha / beta) is -12.52 / -12.66 eV. The spin multiplicity is 5. The charge is +1. Its energy relative to the best compared isomer or geometry (same formula, charge and spin) is 114.0 kJ/mol.


(9)
Density functional theory data (wB97M-V/def2-TZVPD) for 2 unconnected molecules or ions with the total composition C3H10OS2.

Positions of all 16 atoms, in Å:
C (-0.15477, -0.71772, 1.14181)
S (1.45167, 0.14336, 0.97013)
C (1.31760, 0.84458, -0.68264)
S (1.02397, -0.20182, -2.08346)
C (2.56123, -1.27338, -1.91003)
H (-0.25218, -1.35500, 0.24683)
H (-0.96968, 0.02558, 1.13480)
H (-0.26397, -1.35104, 2.03824)
H (0.61612, 1.70084, -0.69627)
H (2.32220, 1.22828, -0.94529)
H (2.47049, -1.76047, -0.92457)
H (3.47990, -0.66298, -1.91752)
H (2.65239, -2.05579, -2.68213)
O (-5.42185, 2.06586, 2.41384)
H (-5.83571, 1.17471, 2.36071)
H (-4.99740, 2.19499, 1.53553)

For the total energy, the calculation gives -991.8882 a.u. The calculation puts the frontier orbital gap at 9.29 eV. Its HOMO energy is -8.75 eV. Its energy relative to the best compared isomer or geometry (same formula, charge and spin) is 61.5 kJ/mol.